No. 1
The following is a quantum chemistry calculation of C6H22N8O6Zn as an isolated structure, from the Open Molecules 2025 dataset.

```
43
Properties=species:S:1:pos:R:3
H -1.55 3.36 -2.36
C -2.74 3.04 -0.61
N 3.84 -2.77 -3.43
C 2.62 -2.47 -3.72
H 4.32 2.94 1.11
H -2.39 1.13 -3.17
H -3.17 2.95 -2.83
H 1.86 0.08 5.04
H -4.42 -3.66 2.14
H 5.38 3.91 0.04
C -2.39 2.71 -2.11
H 3.31 -1.65 -5.37
N 4.62 3.28 0.21
H -7.03 -1.92 1.11
H -3.67 2.51 -0.43
O -3.90 -1.88 0.63
H -2.00 2.89 1.13
C -5.00 -2.13 1.09
O 1.84 -2.30 -2.79
H 4.51 -3.11 -4.10
H 0.57 -3.65 4.93
H -6.16 -0.95 -0.03
N -5.15 -2.98 2.01
C 1.14 -1.74 4.69
N 2.48 -1.95 -4.89
H 1.50 -1.72 -5.05
H 3.74 2.94 -2.73
C 3.98 2.80 -0.81
N -6.14 -1.58 0.76
H 5.08 3.88 -2.03
H -6.04 -3.16 2.46
N 4.35 3.19 -1.95
O -1.97 1.42 -2.36
H 1.33 -2.91 6.28
H 4.08 -2.72 -2.45
O 0.81 -1.49 3.53
N 0.94 -2.81 5.35
Zn -0.19 -0.26 -0.24
N 1.65 -0.84 5.40
O 3.08 2.02 -0.62
H 1.63 -1.02 6.39
H -2.93 4.11 -0.51
O -1.81 2.51 0.27
```

- spin multiplicity = 1
- ΔE to the lowest compared entry with this formula, charge and spin (eV) = 12.504
- charge = +2
- LUMO level (eV) = -11.5
- orbital gap (hartree) = 0.109

No. 2
The following is a quantum chemistry calculation of a 7-piece molecular cluster, C21H36O21 overall, from the Open Molecules 2025 dataset.

```
78
Properties=species:S:1:pos:R:3
C -0.05 0.80 3.40
H 2.91 -3.57 0.62
O 3.14 1.42 -1.73
C -3.04 3.09 1.38
H 0.45 1.24 -1.73
H -4.05 2.35 -3.31
H -2.14 0.16 5.53
H -3.05 0.20 -2.94
H 0.35 -3.13 -4.88
H -5.39 1.11 -3.60
H -2.87 -2.36 1.88
H 2.11 2.51 3.19
C -3.87 3.77 -0.65
C 1.11 -3.48 -2.12
H 0.43 -1.42 -4.37
H 3.53 5.57 -2.10
H -1.33 -1.92 2.18
O 1.35 -2.63 -3.14
C 4.12 4.67 -2.31
H 3.38 -0.59 -1.32
H -4.12 -0.58 -4.04
C -3.53 0.33 -3.91
O 3.51 3.40 -2.46
O 0.21 -4.32 -2.04
H 1.99 1.69 1.68
H 0.91 -2.42 5.14
O -0.58 -0.12 4.20
O -2.02 -1.30 0.33
H 0.55 -0.33 -2.47
H 1.26 -4.11 0.61
C -2.72 2.09 0.24
H 4.90 4.66 -1.55
H -2.37 -1.11 4.35
C -1.93 -0.13 4.50
H -3.78 2.63 2.02
H -3.04 1.06 0.39
C -4.44 1.52 -3.92
C 3.07 0.32 -0.82
O -3.61 4.17 0.60
O -4.62 4.35 -1.44
H -1.64 1.98 0.16
O 2.02 -3.21 -1.13
H 3.34 1.37 2.84
C -3.17 1.37 -5.77
C 2.27 1.54 2.73
C 1.52 -2.35 4.25
C -1.93 -2.26 1.34
O 0.21 -1.33 0.13
C 0.26 -2.44 -4.03
O 3.27 -3.67 4.85
C -0.15 0.41 -2.10
O -2.68 0.55 -4.96
H 2.02 0.16 -0.56
H -0.69 -2.63 -3.54
H 2.49 -5.01 -0.29
H 0.99 -2.06 3.34
H -1.55 -3.24 1.02
C -0.91 -1.02 -0.25
C 2.14 -3.72 4.00
O -0.64 1.78 2.91
O -3.35 2.59 -0.89
C 2.14 -4.01 -0.02
C 3.29 2.69 -1.38
O -2.81 1.71 -6.92
O 1.34 0.63 3.26
H -2.11 3.48 1.81
O 2.70 -1.66 4.40
O 4.46 -1.98 5.79
H 2.36 -3.77 2.93
O 3.39 3.08 -0.20
O -1.17 -0.21 -1.25
H -2.57 0.63 4.05
H 4.67 5.00 -3.19
C 3.58 -2.40 5.08
H -0.66 0.80 -2.98
H 3.68 0.28 0.08
H 1.49 -4.51 4.36
O -4.34 1.82 -5.27
```

- spin multiplicity = 2
- charge = +1
- LUMO level (alpha / beta) (eV) = -4.2 / -10.4
- orbital gap (alpha / beta) (hartree) = 0.296 / 0.070

No. 3
The following is a quantum chemistry calculation of a 4-piece molecular cluster, H8O4 overall, from the Open Molecules 2025 dataset.

```
12
Properties=species:S:1:pos:R:3
H -2.69 2.43 -24.73
O -3.77 0.20 -26.32
H -4.75 1.55 -25.10
O -1.83 2.28 -25.13
H -3.41 -0.68 -26.46
H -1.52 1.48 -24.71
H -3.73 0.61 -27.18
O -5.87 4.23 -25.90
H -5.32 2.05 -23.79
O -4.76 2.31 -24.52
H -5.50 3.60 -25.28
H -6.82 4.09 -25.83
```

- spin multiplicity = 1
- ΔE to the lowest compared entry with this formula, charge and spin (eV) = 0.795
- LUMO level (eV) = 0.4
- orbital gap (hartree) = 0.405
- SMILES = O.O.O.O

No. 4
The following is a quantum chemistry calculation of the molecule C4H12BO2P, from the Open Molecules 2025 dataset.

```
20
Properties=species:S:1:pos:R:3
O 1.33 -1.11 -0.12
P 0.64 2.64 0.14
H -1.54 -1.83 -1.71
C -0.99 -1.77 -0.75
H -0.79 -2.80 -0.45
C -1.99 -1.06 0.23
H 0.88 3.19 -1.15
C 0.29 -0.95 -1.06
B 1.90 1.25 0.62
H -2.97 -0.98 -0.26
H 1.84 -0.61 1.81
H 0.23 -0.05 1.36
H -0.67 2.08 0.07
H -1.68 -0.03 0.44
H -0.02 0.10 -1.23
H 3.07 1.41 0.65
H -2.14 -1.63 1.15
O 0.66 3.64 1.30
H 0.69 -1.30 -2.02
C 1.25 -0.20 0.97
```

- spin multiplicity = 1
- ΔE to the lowest compared entry with this formula, charge and spin (eV) = 3.982
- LUMO level (eV) = -1.0
- orbital gap (hartree) = 0.318
- SMILES = CCCOCB[PH2]=O

No. 5
The following is a quantum chemistry calculation of a 9-piece molecular cluster, C41H77N12OS overall, from the Open Molecules 2025 dataset.

```
132
Properties=species:S:1:pos:R:3
H -3.65 -2.56 0.69
N 3.84 -2.55 -2.17
H 4.77 -1.03 -3.20
H 6.64 0.62 0.41
C -5.05 9.97 0.03
H 5.89 2.63 1.16
H 0.39 -8.42 1.94
N -0.86 -11.06 0.76
H -1.20 1.16 -0.28
N 2.72 -0.70 -3.46
C 1.44 1.31 0.07
C 2.18 -3.73 6.11
H -5.52 0.69 5.29
C 2.06 0.24 -0.85
H -1.48 -2.10 2.54
H 2.64 4.07 -7.19
H -2.97 -2.23 3.48
H -4.12 -7.94 1.04
H 0.59 -1.26 -1.01
H 4.34 4.11 -7.71
H 8.18 1.28 -0.14
C -5.42 -1.31 4.67
C -4.77 -8.78 0.79
H 0.02 2.00 -4.76
H -0.42 7.39 -1.45
H -2.93 1.02 1.78
C -0.36 -5.14 3.51
H 6.28 3.44 -0.35
H 3.28 -3.38 -2.32
H -2.04 11.80 -2.64
N -3.63 -6.40 4.56
H -1.11 -5.28 4.29
C -0.26 2.78 -4.04
H -3.04 -4.36 1.59
H 0.42 -3.20 4.07
H -1.75 7.50 -2.61
H -6.76 -6.60 4.92
C -3.31 -1.82 1.41
H -0.20 -9.34 3.33
H -1.59 0.05 2.45
H -2.09 7.52 -0.87
C 0.41 0.75 1.06
H 1.12 4.15 -5.05
H 4.34 3.14 -3.27
C 3.39 2.94 -3.75
C 3.01 0.59 -3.03
H 3.99 -2.23 -4.20
C 0.75 -4.24 4.06
H -1.63 -1.20 0.17
N 3.07 0.96 -1.70
H 6.83 0.24 -2.00
C -0.90 10.16 -3.29
H 0.22 4.85 -3.72
H 0.06 -6.13 3.30
N -6.57 -9.07 2.65
N 3.19 1.49 -3.95
C -1.45 7.10 -1.65
H 4.75 -0.21 -1.06
H 2.27 1.80 0.59
H -1.07 2.33 1.03
H -1.24 3.16 -4.32
H -6.43 -5.11 4.00
C 0.97 -0.47 -1.65
H -5.77 9.75 0.82
C -2.49 -2.49 2.53
N -0.71 9.29 -4.01
H -2.86 -4.47 3.34
C 6.68 2.77 0.42
H -6.43 -6.69 3.18
H 2.76 -4.25 6.88
C -2.05 0.42 1.53
H 3.06 3.69 -8.87
H 2.89 -3.39 5.35
C 1.40 -1.13 -2.98
C 7.10 1.41 -0.19
H -0.38 2.37 -3.04
H -4.96 11.04 -0.08
C -1.01 -4.59 2.22
H 3.44 3.37 -4.75
H -0.36 -3.81 1.82
C -5.78 -8.94 1.82
C 3.87 -1.65 -3.28
H -1.22 10.89 -1.36
C -1.56 5.65 -1.67
H 1.58 -5.68 5.40
C 1.16 -4.68 5.47
H -4.17 -9.69 0.72
H 0.25 -4.72 6.08
H -4.20 -1.32 1.81
H 4.34 1.21 -0.09
H 1.62 -4.35 3.41
N -5.62 -2.43 4.87
N -1.63 4.50 -1.70
H 7.52 3.23 0.91
H 2.60 -0.45 -0.18
H -3.13 -0.32 -0.14
C -1.01 1.27 0.79
C -4.76 -6.31 4.37
C 3.31 4.32 -8.01
C -0.67 -10.16 1.45
H 0.15 0.22 -1.84
H 0.99 2.07 -0.58
H 3.63 -2.12 -1.28
H -5.25 -8.60 -0.17
H -1.07 -5.39 1.47
H -5.72 0.42 3.54
H 0.68 -0.82 -3.73
C -3.76 9.39 0.38
H 0.41 -0.34 1.04
H -5.41 9.54 -0.91
C -6.19 -6.17 4.10
H 1.70 -2.87 6.56
C 6.67 1.26 -1.64
N 3.07 6.83 -8.63
H -0.29 11.97 -2.42
C -2.51 -0.75 0.65
C -0.44 -9.01 2.32
C -1.13 11.27 -2.37
C 4.41 0.83 -1.12
N -2.74 8.94 0.65
H 3.15 1.14 -4.90
H -4.12 0.27 4.29
C -2.43 -4.04 2.44
C -5.18 0.10 4.43
H 1.34 -2.21 -2.95
C 3.18 5.72 -8.36
C 0.73 3.94 -4.05
S 2.07 3.75 -2.85
O 5.30 1.60 -1.87
H 0.68 1.08 2.07
H 7.24 1.95 -2.26
H -1.33 -8.39 2.35
```

- spin multiplicity = 1
- charge = +1
- LUMO level (eV) = -3.1
- orbital gap (hartree) = 0.313

No. 6
The following is a quantum chemistry calculation of CH2BF3O2 as an isolated structure, from the Open Molecules 2025 dataset.

```
9
Properties=species:S:1:pos:R:3
B -0.26 0.01 -0.99
H -0.85 -1.10 0.58
F -2.04 0.63 -2.89
O 0.51 1.01 -0.65
F -0.11 0.56 -3.75
O -0.90 -1.07 -0.34
F -1.22 -1.35 -3.30
C -0.88 -0.10 -2.92
H 0.51 1.49 0.14
```

- spin multiplicity = 1
- ΔE to the lowest compared entry with this formula, charge and spin (eV) = 1.201
- LUMO level (eV) = -0.1
- orbital gap (hartree) = 0.379

No. 7
The following is a quantum chemistry calculation of a 6-piece molecular cluster, C24H63F2N12O9P3S2 overall, from the Open Molecules 2025 dataset.

```
115
Properties=species:S:1:pos:R:3
O -6.71 -1.39 0.55
H 2.51 -2.08 -1.37
O 4.77 1.57 2.84
N 1.96 -2.28 2.73
N -1.24 4.83 1.67
H 3.28 -2.57 4.43
H -1.89 -3.51 3.28
H 1.14 -5.44 2.27
H 4.29 -2.41 -4.59
F 4.40 0.98 -1.50
H 3.95 -1.29 -1.83
H 2.14 2.52 -4.73
H 0.37 5.89 1.19
H 0.06 -4.91 3.59
C 2.98 -1.48 2.04
C -3.15 -1.53 -0.24
H -3.69 1.76 3.35
H -2.75 -2.04 0.63
C 2.74 1.80 -4.17
H 0.04 -3.24 -4.94
H -1.46 6.52 3.07
C -0.43 2.06 3.33
H 3.64 1.00 -6.46
C 3.40 0.14 -5.83
H 4.22 -0.46 -5.43
H 3.81 1.99 -4.18
H -2.88 0.58 2.29
H 0.92 0.16 -6.64
H -5.05 3.16 -0.61
O -0.08 -1.14 1.42
N 2.64 -1.96 -3.52
H -0.99 6.54 0.32
H 3.25 -3.90 3.36
H 2.88 -1.69 0.97
P 1.64 -0.60 -3.82
H -6.05 -0.41 -1.70
N -3.45 3.46 0.78
N 2.60 0.53 -4.73
H 0.77 -0.55 4.68
C 3.27 -2.09 -2.14
C 2.59 -3.14 3.80
N -0.52 -2.11 3.86
H 1.18 0.46 -1.04
H 2.75 -0.53 -6.38
H 2.92 -2.51 -5.55
O 5.88 2.30 -0.19
H 2.44 1.85 -3.12
H -3.00 5.97 2.34
H -0.30 0.60 -5.56
C -0.54 5.61 0.65
O -5.05 -2.37 1.54
H 3.15 -3.84 -4.46
C 0.07 -1.33 4.97
C 0.14 -5.08 2.52
H -0.01 1.15 2.91
O 0.98 -0.04 -2.60
C -2.23 -1.04 -1.15
N 1.10 0.91 -0.14
C 0.15 -3.88 0.30
H 0.75 0.12 0.38
C -2.68 -0.35 -2.24
H 2.00 1.21 0.22
O 4.17 3.74 1.78
H -2.04 -3.13 4.88
H -1.43 -2.09 -4.85
S 4.87 1.26 0.04
N 3.35 1.62 0.71
H -0.77 -0.76 -6.54
H -0.30 4.94 -0.18
H -2.25 5.04 3.51
H -2.02 -0.21 -3.09
H -0.53 -2.32 -3.57
H -5.16 2.94 1.94
H -0.69 -5.77 2.32
N -5.54 -1.76 0.61
C -0.38 -2.28 -4.64
H -2.43 0.71 3.97
H 0.44 1.67 -0.06
H 0.19 2.93 3.12
O -0.84 2.67 0.16
H -4.28 0.24 -3.42
N 0.56 -1.17 -5.02
P 0.26 -2.24 2.35
N -1.80 2.35 2.76
C 3.26 -2.76 -4.55
F 2.55 2.24 2.74
C -4.46 3.75 1.73
C -4.53 -1.30 -0.41
C -4.01 2.90 -0.41
H 2.85 -0.41 2.20
C -1.86 -2.63 3.93
C 0.09 -0.27 -6.08
O 5.31 -0.07 0.50
H 4.00 -1.77 2.31
H -4.08 3.92 2.74
H -0.66 -0.74 5.53
H -0.10 -4.89 -0.04
H -0.45 -3.14 -0.23
H -5.04 4.65 1.53
S 3.92 2.31 1.92
H -2.57 -1.91 3.54
N -0.05 -3.85 1.76
H -0.57 1.90 4.40
P -1.75 3.24 1.21
H -1.17 -1.22 -0.98
H 1.81 -3.50 4.46
C -4.04 -0.17 -2.44
H 0.43 -1.88 5.84
C -2.01 5.67 2.66
H 1.19 -3.74 0.01
H -3.85 1.82 -0.48
C -5.00 -0.55 -1.49
C -2.74 1.29 3.10
H -3.35 3.24 -1.21
H 3.90 -2.98 -2.05
```

- spin multiplicity = 2
- charge = -1
- LUMO level (alpha / beta) (eV) = 2.1 / 2.1
- orbital gap (alpha / beta) (hartree) = 0.127 / 0.274

No. 8
The following is a quantum chemistry calculation of the molecule C11H16N2O, from the Open Molecules 2025 dataset.

```
30
Properties=species:S:1:pos:R:3
O 1.73 -0.77 -2.48
H 1.26 2.20 -1.70
H -1.99 -2.20 -1.20
C 0.37 -2.70 -0.25
H 1.20 2.53 -0.06
H 2.99 -0.77 0.42
H 0.67 -3.28 -1.08
H 2.80 1.10 1.15
C -1.11 0.72 2.17
C -2.26 1.50 2.34
C -1.39 -1.43 -1.57
C 1.37 0.54 -0.37
H -0.17 2.02 -0.99
H -1.80 -0.50 -1.37
N -0.97 0.45 0.84
H 1.25 -2.66 0.31
H 0.40 -0.74 1.26
N -1.90 1.15 0.13
C 1.12 -0.53 -1.48
H -0.52 0.39 3.01
H -2.82 1.92 3.18
C 0.04 -1.31 -0.83
C 0.87 1.94 -0.84
C 2.79 0.40 0.25
C -2.64 1.81 1.01
H 3.42 0.78 -0.50
H -3.38 2.41 0.48
H -1.15 -1.50 -2.53
C 0.19 -0.21 0.41
H -0.38 -3.27 0.29
```

- spin multiplicity = 1
- ΔE to the lowest compared entry with this formula, charge and spin (eV) = 3.102
- LUMO level (eV) = 0.8
- orbital gap (hartree) = 0.360
- SMILES = CC1(C)C(=O)C(C)(C)C1n1cccn1

No. 9
The following is a quantum chemistry calculation of C11H16FNO as an isolated structure, from the Open Molecules 2025 dataset.

```
30
Properties=species:S:1:pos:R:3
O 2.39 2.66 -0.87
H 0.79 -2.35 -0.04
C -3.41 -0.60 0.78
H 0.46 -0.08 1.26
H 3.31 -1.78 -0.74
C -3.36 -1.14 -0.62
C -1.26 -0.62 0.11
H -3.79 -1.24 1.55
H 0.04 1.94 -0.35
C 0.53 1.10 -0.58
H -3.09 1.02 2.83
H -3.82 0.40 0.91
H 2.18 2.67 -1.75
C 1.11 -1.33 -0.45
C 1.97 1.48 -0.24
F -1.07 1.28 2.86
H 2.94 -1.02 0.71
C 2.98 0.34 -0.75
H -4.40 -1.31 -1.02
H 4.06 0.63 -0.26
H -1.65 -1.46 -1.89
H 0.89 -1.39 -1.61
C -2.14 0.42 2.87
H 3.18 0.40 -1.87
C 2.61 -1.02 -0.29
N -2.06 -0.29 1.12
H 2.08 1.81 0.86
C -2.09 -1.17 -1.03
C 0.20 -0.27 0.18
H 0.41 0.92 -1.68
```

- spin multiplicity = 3
- LUMO level (alpha / beta) (eV) = 0.6 / -2.1
- orbital gap (alpha / beta) (hartree) = 0.205 / 0.261

No. 10
The following is a quantum chemistry calculation of C6H13O3PS3 as an isolated structure, from the Open Molecules 2025 dataset.

```
26
Properties=species:S:1:pos:R:3
H -2.16 -1.81 -0.36
O -3.47 -1.50 1.47
H 3.08 1.25 0.71
H 0.47 1.08 -1.15
O -4.48 -0.87 -0.88
C 3.14 0.45 -0.06
C 1.80 -0.37 -0.08
H -3.44 0.18 -1.90
H 5.25 -0.24 0.19
H 1.84 -1.35 -0.68
C -2.02 0.83 -0.31
S -0.89 -1.73 -0.46
P -3.80 -0.44 0.42
H 3.45 0.99 -0.99
C 4.28 -0.62 0.20
C -0.87 -0.03 0.21
S -2.12 2.38 0.54
H -0.99 -0.01 1.35
C 0.55 0.61 -0.21
H 4.12 -1.40 -0.54
H -3.92 1.47 0.76
S -2.17 0.72 -2.15
H 1.79 -0.82 0.87
O -4.47 0.80 1.14
H 0.88 1.31 0.59
H 4.16 -0.90 1.28
```

- spin multiplicity = 1
- ΔE to the lowest compared entry with this formula, charge and spin (eV) = 0.821
- charge = -2
- LUMO level (eV) = 4.9
- orbital gap (hartree) = 0.173